{
  "formula": "C24H18BCl6F4FeN5O4S",
  "method": "wB97M-V/def2-TZVPD",
  "spin_multiplicity": 5,
  "de_lowest_ev": 0.233,
  "charge": -2,
  "species": ["Fe", "Cl", "C", "C", "C", "Cl", "C", "C", "C", "C", "N", "C", "C", "O", "H", "H", "H", "H", "Cl", "C", "C", "Cl", "C", "Cl", "C", "O", "C", "O", "C", "Cl", "C", "N", "C", "S", "N", "C", "H", "H", "H", "H", "H", "H", "H", "H", "N", "C", "O", "C", "C", "C", "C", "N", "C", "H", "H", "H", "H", "H", "H", "F", "B", "F", "F", "F"],
  "coordinates": [[-0.62820, 0.64675, -0.00050], [3.72228, -0.90465, -2.60604], [3.49492, -0.75160, -0.87520], [4.57439, -1.07114, -0.03222], [4.47008, -0.93385, 1.31793], [5.82964, -1.37911, 2.34255], [3.27480, -0.43404, 1.89863], [3.07029, -0.19549, 3.27602], [1.88077, 0.31658, 3.70395], [0.86775, 0.58414, 2.76384], [1.03431, 0.36033, 1.48500], [2.20529, -0.13184, 1.03689], [2.25900, -0.31222, -0.39941], [1.23039, -0.06027, -1.11076], [5.49687, -1.43229, -0.46736], [3.86191, -0.42617, 3.97725], [1.69523, 0.50633, 4.75328], [-0.09996, 0.96293, 3.07134], [-0.44619, 7.35133, 1.50863], [-0.97476, 5.70238, 1.29833], [-2.21555, 5.30176, 1.74270], [-3.28427, 6.43553, 2.53107], [-2.62218, 3.95951, 1.55768], [-4.20011, 3.42135, 2.08270], [-1.79631, 3.02273, 0.95448], [-2.09927, 1.77578, 0.76541], [-0.50855, 3.44009, 0.48462], [0.20921, 2.52350, -0.07499], [-0.12786, 4.76485, 0.66461], [1.44715, 5.23404, 0.07078], [0.31128, -1.37132, -3.90899], [-0.83265, -0.47885, -3.83968], [-0.75210, 0.83853, -3.50529], [-2.16751, 1.67745, -3.11484], [0.48593, 1.35657, -3.51510], [0.79445, 2.73182, -3.13445], [-0.05735, -2.37965, -4.08891], [0.89505, -1.36877, -2.98713], [0.96493, -1.09230, -4.73904], [-1.70981, -0.88067, -3.55558], [1.21465, 0.69079, -3.29738], [-0.09049, 3.20807, -2.72902], [1.14468, 3.29302, -4.00320], [1.55219, 2.72891, -2.35518], [-0.67374, -5.00638, 1.09617], [-0.74391, -4.68071, -0.21600], [-0.22996, -5.33048, -1.11291], [-1.54622, -3.43395, -0.46863], [-2.91315, -3.41216, -0.24934], [-3.60428, -2.22705, -0.40769], [-2.89618, -1.09336, -0.75347], [-1.57755, -1.10784, -0.97058], [-0.91624, -2.25690, -0.83358], [-0.02997, -5.73597, 1.35151], [-0.89638, -4.30067, 1.79076], [-3.42508, -4.31648, 0.06009], [-4.66558, -2.16259, -0.21074], [-3.37571, -0.12515, -0.85439], [0.15852, -2.21249, -0.98562], [0.03203, -2.62276, 2.59645], [-1.21419, -1.95958, 2.78275], [-2.24457, -2.92551, 2.61749], [-1.27910, -1.36871, 4.04675], [-1.33311, -0.95211, 1.77355]]
}

***

{
  "formula": "CH3NO2",
  "method": "wB97M-V/def2-TZVPD",
  "smiles": "NC(=O)O",
  "de_lowest_ev": 0.393,
  "species": ["N", "C", "O", "O", "H", "H", "H"],
  "coordinates": [[-0.52803, 0.25625, 1.13329], [0.14027, -0.05516, -0.02555], [1.31166, -0.27722, -0.11942], [-0.66264, -0.01391, -1.12801], [-1.41738, 0.69307, 1.04059], [-0.04617, 0.41966, 1.99744], [-1.55952, -0.26459, -0.99337]]
}

***

{
  "formula": "C4H8N2O2",
  "method": "wB97M-V/def2-TZVPD",
  "smiles": "O=C(NO)[C@@H]1CCN1",
  "de_lowest_ev": 7.867,
  "species": ["O", "C", "N", "O", "C", "C", "C", "N", "H", "H", "H", "H", "H", "H", "H", "H"],
  "coordinates": [[1.84573, -1.38570, 0.13639], [1.03065, -0.31199, 0.32874], [1.34430, 0.78402, -0.17109], [0.44604, 1.93284, -0.40820], [-0.26951, -0.56552, 0.64980], [-0.83308, -0.97762, -0.92609], [-2.08928, -0.28115, -0.33726], [-1.24992, 0.55541, 0.82545], [2.35613, 0.86680, -0.49550], [-0.29503, 1.91665, 0.31440], [-0.20871, -1.50590, 1.12779], [-0.31574, -0.25364, -1.59964], [-0.67670, -2.15831, -1.38199], [-2.67384, -0.93597, 0.53026], [-2.65782, 0.38018, -1.05761], [-1.55581, 0.75475, 1.86522]]
}

***

{
  "formula": "C34H25Cl2GeN6O2PtS",
  "method": "wB97M-V/def2-TZVPD",
  "de_lowest_ev": 0.000,
  "charge": 3,
  "species": ["Pt", "Cl", "C", "C", "C", "N", "C", "O", "C", "C", "C", "C", "C", "N", "C", "C", "C", "Cl", "N", "C", "O", "C", "C", "C", "C", "C", "N", "H", "H", "H", "H", "H", "H", "H", "H", "H", "H", "S", "C", "N", "C", "C", "C", "N", "H", "H", "H", "H", "Ge", "C", "C", "C", "C", "C", "C", "C", "C", "C", "C", "C", "C", "H", "H", "H", "H", "H", "H", "H", "H", "H", "H", "H"],
  "coordinates": [[-2.56284, 0.95492, 1.71170], [-2.71412, -5.23159, -1.01266], [-2.98447, -3.86448, -0.05346], [-2.39674, -2.69429, -0.37404], [-2.59742, -1.55484, 0.46204], [-2.09536, -0.35972, 0.28221], [-1.45107, 0.01469, -0.96790], [-1.85647, -0.46965, -1.98849], [-0.34197, 1.01502, -0.95396], [-0.08675, 1.86245, 0.31673], [0.66444, 3.11821, 0.00805], [-0.11021, 4.17329, 0.29801], [-1.35209, 3.64820, 0.83299], [-1.35109, 2.35895, 0.89320], [-3.46924, -1.70068, 1.67566], [-4.08633, -2.94462, 1.96172], [-3.86636, -3.99272, 1.13046], [-4.60278, -5.47383, 1.43298], [-3.59722, -0.58496, 2.34843], [-4.40445, -0.36654, 3.51552], [-5.13290, -1.17849, 3.99327], [-4.22513, 1.02851, 4.02794], [-4.90672, 1.42606, 5.15574], [-4.69657, 2.70907, 5.64815], [-3.79748, 3.53220, 4.99576], [-3.14837, 3.06710, 3.86263], [-3.36252, 1.84632, 3.37021], [-1.77172, -2.62190, -1.24738], [0.41622, 1.26818, 1.08901], [1.66217, 3.14137, -0.40005], [0.11382, 5.22008, 0.17022], [-2.20525, 4.22667, 1.16310], [-4.72816, -3.04709, 2.82167], [-5.58257, 0.72843, 5.63156], [-5.22011, 3.05101, 6.53062], [-3.58913, 4.53107, 5.35194], [-2.43019, 3.68273, 3.34362], [0.57976, -0.58419, -3.70805], [2.14483, -1.17839, -4.12301], [2.46741, -1.54967, -5.37985], [3.69360, -2.03864, -5.68091], [4.62778, -2.15118, -4.69125], [4.24694, -1.73634, -3.41123], [3.03559, -1.26764, -3.14705], [1.77550, -1.45722, -6.11645], [3.86315, -2.31348, -6.71292], [5.61450, -2.53617, -4.89849], [4.93969, -1.77862, -2.57859], [1.34346, -0.00672, -1.60331], [1.49092, -1.51296, -0.40327], [1.21784, -2.81082, -0.83335], [1.26909, -3.87305, 0.05888], [1.58824, -3.64564, 1.39151], [1.86301, -2.35764, 1.83034], [1.81269, -1.29414, 0.93816], [2.75034, 1.29975, -1.74947], [3.86627, 1.22603, -0.91695], [4.85301, 2.20123, -0.99059], [4.73422, 3.24240, -1.90226], [3.63165, 3.31112, -2.74535], [2.63795, 2.34496, -2.66628], [-0.59391, 1.70251, -1.76899], [0.97881, -3.00292, -1.87486], [1.07427, -4.88019, -0.28731], [1.64195, -4.47472, 2.08460], [2.13458, -2.18333, 2.86318], [2.05835, -0.29959, 1.29658], [3.97879, 0.40933, -0.21205], [5.71611, 2.14698, -0.34037], [5.50530, 3.99893, -1.96009], [3.54715, 4.11696, -3.46239], [1.77833, 2.41395, -3.32575]]
}

***

{
  "formula": "C6H7F2NO",
  "method": "wB97M-V/def2-TZVPD",
  "de_lowest_ev": 2.971,
  "species": ["C", "C", "C", "C", "C", "C", "N", "O", "F", "F", "H", "H", "H", "H", "H", "H", "H"],
  "coordinates": [[0.53021, 2.23829, 2.11105], [1.04692, 1.16231, 1.33061], [-0.78577, 2.34928, 1.79076], [-0.00811, 0.72658, 0.60235], [-0.64496, -1.34917, -1.26080], [0.32084, -2.42525, -0.91619], [-0.52357, -0.70693, -2.45761], [-1.12075, 1.42203, 0.86472], [1.54423, -1.94765, -0.54256], [-0.14168, -3.15985, 0.11893], [1.07642, 2.83169, 2.81605], [2.05201, 0.79311, 1.31984], [-1.56169, 3.00715, 2.12975], [-1.58940, -1.33429, -0.74861], [0.51189, -3.11591, -1.76257], [-1.12400, 0.09353, -2.58784], [0.41740, -0.58492, -2.80789]]
}

***

Which formula does entry 3 have?
C4H8N2O2

***

Please write out number 3 again, unchanged.
{
  "formula": "C4H8N2O2",
  "method": "wB97M-V/def2-TZVPD",
  "smiles": "O=C(NO)[C@@H]1CCN1",
  "de_lowest_ev": 7.867,
  "species": ["O", "C", "N", "O", "C", "C", "C", "N", "H", "H", "H", "H", "H", "H", "H", "H"],
  "coordinates": [[1.84573, -1.38570, 0.13639], [1.03065, -0.31199, 0.32874], [1.34430, 0.78402, -0.17109], [0.44604, 1.93284, -0.40820], [-0.26951, -0.56552, 0.64980], [-0.83308, -0.97762, -0.92609], [-2.08928, -0.28115, -0.33726], [-1.24992, 0.55541, 0.82545], [2.35613, 0.86680, -0.49550], [-0.29503, 1.91665, 0.31440], [-0.20871, -1.50590, 1.12779], [-0.31574, -0.25364, -1.59964], [-0.67670, -2.15831, -1.38199], [-2.67384, -0.93597, 0.53026], [-2.65782, 0.38018, -1.05761], [-1.55581, 0.75475, 1.86522]]
}